Entry w
A molecular structure, C10H21N2, computed with the ωB97M-V functional and the def2-TZVPD basis.

orbital gap: 9.8 eV

```
! RIJCOSX wB97M-V def2-TZVPD def2/J DEFGRID3
* xyz 1 1
H 0.749 -2.279 1.557
C 2.550 -3.759 3.290
H -1.874 -0.107 -1.459
C 1.643 -1.859 1.675
C 0.439 0.899 -0.503
H -0.974 -0.410 -2.859
H 2.459 0.024 1.652
H -2.500 1.255 -0.190
H 2.487 -2.131 1.038
H 2.889 -1.679 3.435
H 0.075 2.706 -3.734
C -2.048 2.278 -0.084
H 2.691 -4.183 2.302
C -2.719 0.719 -3.183
H 1.098 2.852 -2.356
H -3.383 -0.169 -3.035
N -1.473 0.364 -2.295
H 1.038 1.389 -3.342
H -1.239 2.030 0.622
C -0.654 1.609 -1.905
H 1.841 -4.456 3.751
H -2.617 0.944 -4.184
C 1.478 -0.316 1.642
N -1.512 2.547 -1.370
C 0.890 0.308 0.458
C 0.419 2.156 -2.895
H 3.487 -3.788 3.755
C 2.082 -2.328 3.142
H -3.091 1.611 -2.621
H 1.386 -2.109 3.815
H 1.004 -0.029 2.498
H -2.730 3.112 0.101
H -1.017 3.480 -1.417
*
```

---

Entry x
A molecular structure, C10H21N2, computed with the ωB97M-V functional and the def2-TZVPD basis.

orbital gap: 9.0 eV

```
! RIJCOSX wB97M-V def2-TZVPD def2/J DEFGRID3
* xyz 1 1
H -0.065 -2.798 -0.289
H -0.168 1.278 -2.190
H -1.542 0.552 3.385
H 1.057 1.817 -0.019
C -0.633 0.003 0.479
H -0.254 -1.697 -2.657
H 2.433 0.907 -0.593
C 1.645 -0.010 -2.854
H -1.742 -2.184 -0.075
H 1.497 -0.266 3.798
H 2.405 0.626 -3.363
H -0.009 -0.151 4.827
N -0.562 0.235 1.596
H 1.029 -0.474 -3.557
C -0.747 -1.416 -1.710
H -0.553 2.622 2.157
N 0.180 -0.526 -1.155
H -2.791 -1.299 -2.514
C 0.395 -0.372 3.775
H 1.759 2.347 -1.503
H 1.141 2.186 2.980
H -2.339 0.058 -1.457
C -1.031 -2.501 -0.805
H 0.093 -1.402 3.477
H -0.305 2.439 3.985
H -1.294 -3.282 -1.544
C 1.551 1.456 -0.877
C -1.983 -0.637 -2.225
H -1.534 -0.072 -3.091
H 2.212 -0.707 -2.222
C 0.623 0.642 -1.793
C 0.012 2.037 3.024
C -0.480 0.588 3.010
*
```

---

What should be chosen as the least stable of them? Choose entry w.

---

Entry w
C3H5ClOS in the gas phase, computed with the ωB97M-V functional and the def2-TZVPD basis.

orbital gap: 8.7 eV

```
! RIJCOSX wB97M-V def2-TZVPD def2/J DEFGRID3
* xyz 0 1
C -1.212 0.282 -0.509
H 1.555 0.918 -0.635
O 0.798 1.419 0.084
H -0.911 0.391 -1.535
C 0.971 -0.998 0.430
H -1.640 1.243 -0.146
H 0.625 -1.956 0.824
S 2.471 -0.924 -0.285
H -0.383 0.274 1.457
C 0.071 0.256 0.402
Cl -2.344 -0.906 -0.088
*
```

---

Entry x
C3H5ClOS in the gas phase, computed with the ωB97M-V functional and the def2-TZVPD basis.

orbital gap: 6.9 eV

```
! RIJCOSX wB97M-V def2-TZVPD def2/J DEFGRID3
* xyz 0 1
Cl -0.683 0.725 -1.338
C 0.739 -0.684 0.859
C -0.931 0.970 0.361
H -2.156 0.846 2.043
H -0.085 -0.154 1.350
O 1.344 -1.590 1.627
H 0.931 -1.612 2.495
H -2.916 0.245 0.455
S 1.167 -0.377 -0.667
C -2.063 0.668 0.977
H -0.066 1.393 0.858
*
```

---

What should be chosen as the least stable of them? Choose entry x.

---

Entry w
2 unconnected molecules or ions with the total composition C3H5ClN2O2, computed with the ωB97M-V functional and the def2-TZVPD basis.

orbital gap: 9.1 eV

```
! RIJCOSX wB97M-V def2-TZVPD def2/J DEFGRID3
* xyz 0 1
C 1.414 -0.427 2.469
O 0.772 -0.164 -2.103
H -1.060 1.741 0.721
C -0.918 1.539 -0.344
H -0.013 2.061 -0.489
N 0.901 0.558 2.762
O 0.025 -1.965 -1.037
C -0.713 0.099 -0.308
N 0.046 -0.549 -1.233
H -1.798 1.819 -0.849
H -1.227 -0.573 0.303
H 0.481 -2.392 -1.688
Cl 2.089 -1.748 1.796
*
```

---

Entry x
2 unconnected molecules or ions with the total composition C3H5ClN2O2, computed with the ωB97M-V functional and the def2-TZVPD basis.

orbital gap (alpha / beta): 8.5 / 8.5 eV

```
! RIJCOSX wB97M-V def2-TZVPD def2/J DEFGRID3
* xyz 0 1
N -1.550 -0.188 1.076
C -0.715 -0.450 0.292
H -0.296 2.443 -0.659
H 0.520 -2.159 -0.031
Cl 2.151 -0.321 1.062
H 0.522 1.456 0.967
H 0.057 -1.103 -1.494
O 0.372 1.967 -1.390
H -0.958 -2.228 -0.783
N 1.139 0.991 -0.871
O -2.060 0.467 1.952
C -0.170 -1.589 -0.508
C 0.988 0.715 0.388
*
```

---

Entry y
2 unconnected molecules or ions with the total composition C3H5ClN2O2, computed with the ωB97M-V functional and the def2-TZVPD basis.

orbital gap: 9.3 eV

```
! RIJCOSX wB97M-V def2-TZVPD def2/J DEFGRID3
* xyz 0 1
H 0.604 -1.496 -1.656
C 0.829 -0.278 0.375
H -2.453 -0.060 -0.683
H -1.955 -0.402 0.963
O 0.702 2.028 0.146
N -0.369 -1.256 -1.421
O 2.543 0.951 -0.464
C -0.360 -0.525 -0.416
Cl 2.033 -1.461 0.708
H 0.133 0.277 1.899
C -1.623 0.059 0.132
H -1.480 1.129 0.451
N 1.396 1.034 -0.033
*
```

---

What should be chosen as the least stable of them? Choose entry x.

---

Entry w
C21H23N3O4 in the gas phase, computed with the ωB97M-V functional and the def2-TZVPD basis.

orbital gap: 8.9 eV

```
! RIJCOSX wB97M-V def2-TZVPD def2/J DEFGRID3
* xyz 0 1
C -0.843 1.199 -1.232
O 4.356 -1.389 0.142
H 5.047 2.834 1.134
N -3.031 1.461 0.638
C 0.364 0.486 -1.330
H 2.114 2.043 1.183
C -0.754 2.254 -0.499
H -0.579 -1.971 3.238
C -3.716 -0.528 1.553
C 0.185 2.783 0.416
H -3.968 3.356 0.003
H -2.922 -3.728 -2.646
H 1.245 -2.163 2.526
H -3.303 -1.404 -0.878
H 0.309 3.704 0.911
C 0.243 -2.810 0.146
C -1.808 -1.596 0.801
O -2.436 -0.730 1.622
H -2.339 1.564 1.389
H 1.242 -3.283 0.475
C 4.329 1.315 -0.243
C -4.093 0.918 0.670
C 3.783 -0.184 -0.113
O -2.061 4.389 -1.013
H 6.198 1.861 -0.959
O -5.140 0.949 -0.115
H -2.798 -2.001 -3.198
C -0.222 -3.012 -1.076
N -3.033 2.933 0.094
H 6.358 0.342 -0.247
H -1.652 1.058 -1.684
N 2.356 -0.149 -0.606
C -2.208 -2.940 -2.628
C 0.045 -1.629 2.421
C -0.448 -2.149 0.930
H 2.086 -1.073 -0.452
H -4.452 -1.278 1.438
H -1.636 -3.156 -3.394
C 5.135 1.630 1.027
C -1.979 3.322 -0.731
H 5.146 1.004 1.695
H 3.676 1.799 -0.777
H 0.287 -3.885 -1.701
C 5.714 1.204 -0.177
C -2.401 -1.938 -0.314
H -4.041 -0.308 2.724
H 0.274 -0.514 -2.033
C 1.313 1.794 0.243
C 1.322 0.685 -0.320
C -1.476 -2.619 -1.397
H 0.213 -0.449 2.347
*
```

---

Entry x
C21H23N3O4 in the gas phase, computed with the ωB97M-V functional and the def2-TZVPD basis.

orbital gap: 8.7 eV

```
! RIJCOSX wB97M-V def2-TZVPD def2/J DEFGRID3
* xyz 0 1
H 2.436 -2.601 4.523
C 2.404 -2.796 0.404
H 1.326 2.313 -3.884
H 1.067 6.478 -1.774
C 0.509 2.067 -3.197
O -0.989 -0.296 -3.143
H -1.380 7.400 1.738
H -1.534 -4.150 4.117
N 0.838 0.865 -2.462
H 1.569 0.937 -1.774
H -1.140 2.142 -1.062
H -1.032 -2.536 -2.243
H -1.831 -1.291 2.383
C 1.619 -2.939 3.902
H 1.014 -3.827 -1.718
C 1.731 -2.960 2.518
C 0.343 -3.563 -0.900
H 3.670 -2.278 2.021
C 0.430 -3.368 4.451
C -0.471 -2.322 -1.327
C -0.007 -0.206 -2.436
C -1.382 6.409 1.286
N 2.769 -2.598 1.709
H -1.068 5.672 2.032
C -0.293 5.374 -0.561
H -1.690 0.418 1.869
N 0.411 -1.218 -1.606
H 1.062 -1.003 -0.865
H -3.021 -0.612 1.247
H 1.539 4.592 -3.296
C 0.593 5.520 -1.629
O -0.475 6.480 0.213
H -2.394 6.171 0.942
H -1.604 3.997 0.453
H -0.352 -4.385 -0.728
C -0.621 -3.815 3.646
C -0.912 4.145 -0.361
C 0.231 3.232 -2.283
C 0.671 -3.399 1.688
C -1.976 -0.585 1.562
C -0.648 3.091 -1.219
C 0.851 4.461 -2.473
H 3.090 -2.586 -0.395
C -1.486 -2.006 -0.231
H 0.307 -3.365 5.524
H -0.381 1.819 -3.784
O -2.473 -2.656 -0.014
C 1.130 -3.283 0.337
O -1.127 -0.930 0.477
C -0.517 -3.840 2.273
H -1.337 -4.188 1.663
*
```

---

What should be chosen as the least stable of them? Choose entry w.

---

Entry w
2 unconnected molecules or ions with the total composition C2H3N2OP, computed with the ωB97M-V functional and the def2-TZVPD basis.

orbital gap: 7.7 eV

```
! RIJCOSX wB97M-V def2-TZVPD def2/J DEFGRID3
* xyz 0 1
N 0.722 0.018 1.890
O 2.973 -0.891 -0.611
P 2.103 0.523 -0.428
N 1.280 0.141 0.931
H 2.686 -1.407 -1.312
H -1.813 -1.726 -1.152
C -1.137 0.317 -0.584
H -0.676 1.227 -0.525
C -1.425 -0.781 -1.036
*
```

---

Entry x
C2H3N2OP in the gas phase, computed with the ωB97M-V functional and the def2-TZVPD basis.

orbital gap (alpha / beta): 8.8 / 7.2 eV

```
! RIJCOSX wB97M-V def2-TZVPD def2/J DEFGRID3
* xyz 0 1
C -1.064 0.405 -0.220
N -1.974 0.319 -1.039
P -1.978 -2.634 -0.092
H -1.018 1.183 0.407
H 0.964 0.028 0.261
N -1.104 -2.272 1.119
H 0.172 -1.308 -0.726
C 0.066 -0.601 0.083
O -0.120 -1.399 1.186
*
```

---

What should be chosen as the least stable of them? Choose entry x.

---

Entry w
C8H13NO in the gas phase, computed with the ωB97M-V functional and the def2-TZVPD basis.

orbital gap: 8.6 eV

```
! RIJCOSX wB97M-V def2-TZVPD def2/J DEFGRID3
* xyz 0 1
C 1.192 -2.572 -0.206
C -0.908 -1.341 0.265
H 3.540 1.384 1.075
H 1.376 0.217 -1.256
H 1.208 -3.004 0.772
C 0.783 0.125 -0.276
H -1.545 -2.116 0.652
N -1.453 -0.072 0.443
C 2.623 1.516 0.494
H -3.366 0.901 0.796
H 0.875 -3.380 -0.851
H 2.239 2.503 0.737
H -0.464 2.824 -1.133
H -3.125 0.143 -0.675
C -1.012 2.047 -0.612
H -2.089 2.456 -0.662
C -2.956 0.073 0.312
H 2.894 1.478 -0.643
O 1.645 0.514 0.832
H -3.347 -0.877 0.702
H 2.242 -2.299 -0.456
C -0.724 0.832 -0.186
C 0.373 -1.352 -0.125
*
```

---

Entry x
2 unconnected molecules or ions with the total composition C8H13NO, computed with the ωB97M-V functional and the def2-TZVPD basis.

orbital gap: 10.6 eV

```
! RIJCOSX wB97M-V def2-TZVPD def2/J DEFGRID3
* xyz 0 1
H 1.652 -1.435 -1.361
H -0.656 1.854 0.518
H -0.436 0.027 -1.195
C -3.687 1.332 -0.308
C -0.466 -0.228 -0.123
H -2.243 -1.461 -0.317
H -1.221 -1.874 1.082
C -1.204 -1.556 0.028
O 2.497 1.486 1.116
H -1.256 0.675 1.686
H 1.434 1.339 -1.674
H -0.734 -2.350 -0.566
H 0.958 -0.500 1.487
C 0.983 -0.327 0.400
H 1.483 -2.426 0.105
H 2.865 -1.319 -0.067
N 2.070 1.542 -0.909
H 2.968 2.188 0.026
C 1.793 -1.443 -0.270
C 1.694 0.991 0.228
C -1.210 0.908 0.609
H -4.715 1.442 -0.606
C -2.568 1.135 0.111
*
```

---

What should be chosen as the least stable of them? Choose entry x.